A structure of composition C23H34BrN5O2RuSSi at a distorted geometry, computed with the ωB97M-V functional and the def2-TZVPD basis.

```
68
C23H34BrN5O2RuSSi | the OMol25 dataset | the ωB97M-V functional and the def2-TZVPD basis
Ru -11.06 -12.50 -2.57
C -12.09 -9.39 0.39
C -11.94 -10.53 -0.58
N -10.99 -10.81 -1.47
N -9.93 -9.99 -1.85
C -9.13 -10.32 -2.87
N -8.11 -9.51 -3.14
S -9.34 -11.67 -3.90
C -12.78 -11.70 -0.36
C -13.84 -11.74 0.61
C -14.41 -12.97 0.88
C -13.76 -14.12 0.43
C -12.95 -14.01 -0.69
N -12.57 -12.81 -1.19
H -13.14 -9.13 0.47
H -11.58 -8.47 0.04
H -11.72 -9.61 1.38
H -9.80 -9.12 -1.27
H -7.93 -8.78 -2.43
H -7.54 -9.59 -3.95
H -14.04 -10.84 1.13
H -15.34 -13.08 1.50
H -13.85 -15.07 0.94
H -12.67 -14.88 -1.28
Br -6.66 -18.81 -1.12
C -7.17 -17.14 -0.37
C -6.46 -16.50 0.66
N -6.80 -15.23 0.99
C -7.79 -14.58 0.37
C -8.56 -15.14 -0.61
C -8.30 -16.50 -0.97
C -9.60 -14.39 -1.36
O -9.87 -13.14 -0.92
O -10.30 -14.86 -2.31
H -5.66 -16.98 1.17
H -7.96 -13.58 0.70
H -8.99 -17.01 -1.65
C -14.31 -12.30 -3.93
Si -12.50 -12.28 -4.41
C -12.55 -10.63 -5.50
C -13.86 -10.45 -6.32
C -11.33 -10.48 -6.43
C -12.54 -9.56 -4.39
C -12.33 -13.82 -5.63
C -12.97 -13.56 -7.01
C -13.01 -15.06 -5.04
C -10.84 -14.23 -5.71
H -14.89 -12.59 -4.79
H -14.64 -11.28 -3.64
H -14.44 -12.92 -3.04
H -14.01 -11.17 -7.13
H -13.79 -9.48 -6.82
H -14.79 -10.41 -5.69
H -11.07 -11.41 -6.95
H -10.47 -10.16 -5.84
H -11.50 -9.76 -7.22
H -13.51 -9.43 -3.93
H -12.20 -8.63 -4.86
H -11.84 -9.68 -3.51
H -14.04 -13.33 -6.88
H -12.89 -14.46 -7.66
H -12.50 -12.74 -7.53
H -14.11 -15.12 -4.97
H -12.57 -15.31 -4.04
H -12.80 -15.89 -5.66
H -10.24 -13.55 -6.34
H -10.72 -15.26 -6.05
H -10.40 -14.22 -4.74
```

Summary:
HOMO energy (alpha / beta) ... -12.29 / -12.89 eV
Charge ... +2
2S+1 ... 5

Atom charges from the natural (NBO) analysis, given in e for atoms 1 to 6:
1 Ru 0.7879
2 C -0.6918
3 C 0.2995
4 N -0.2743
5 N -0.4161
6 C 0.3204